Below is C33H79AsF6N9O7 as an isolated structure, with properties calculated with wB97M-V/def2-TZVPD.

Summary:
- Total charge: -1
- HOMO level: -6.46 eV
- Energy above the lowest of the compared OMol25 structures with the same formula, charge and spin: 0.0000 eV
- Kohn-Sham gap: 8.55 eV

Geometry (Å):
1 As 1.12909 -0.10842 0.23539
2 F 0.07836 -0.43496 -1.12094
3 F 1.47816 1.52973 -0.35012
4 F 2.14461 0.35290 1.58630
5 F 0.98680 -1.74377 0.81600
6 F 2.51108 -0.64225 -0.73828
7 F -0.27394 0.37735 1.15677
8 C -2.83452 3.86736 -3.71442
9 C -2.55301 3.19150 -2.33952
10 N -1.97162 4.25112 -1.48710
11 C -2.62130 4.28928 -0.18716
12 C -2.39622 2.99322 0.67226
13 C -0.52605 4.03951 -1.34742
14 C 0.15430 5.00402 -0.37254
15 H -3.49629 4.71458 -3.56329
16 H -3.21020 3.11038 -4.40667
17 H -1.87563 4.24464 -4.07447
18 H -3.54016 2.88290 -2.00020
19 H -1.90561 2.32918 -2.51223
20 H -2.19313 5.08485 0.42231
21 H -3.69037 4.50292 -0.21622
22 H -1.33761 2.88537 0.90347
23 H -3.00123 2.99817 1.57903
24 H -2.66962 2.09244 0.11686
25 H -0.05863 4.25572 -2.31266
26 H -0.33062 2.99767 -1.08463
27 H 0.02930 6.03649 -0.70353
28 H 1.21960 4.76707 -0.42898
29 H -0.13298 4.94205 0.67511
30 C -6.35994 -0.53289 0.57813
31 C -4.82917 -0.37703 0.44311
32 N -4.30085 -0.99868 -0.75507
33 C -2.99036 -1.63240 -0.60331
34 C -3.04325 -3.00235 0.05424
35 C -4.36700 -0.09273 -1.91300
36 C -4.12867 -0.80603 -3.24842
37 H -6.81368 0.44969 0.69143
38 H -6.65936 -1.19800 1.39028
39 H -6.75438 -1.03461 -0.30785
40 H -4.67397 0.71205 0.42619
41 H -4.30623 -0.72207 1.33507
42 H -2.50780 -1.65460 -1.58179
43 H -2.32450 -0.94146 -0.06421
44 H -2.11216 -3.56328 0.11264
45 H -3.37255 -2.91648 1.09519
46 H -3.78696 -3.64951 -0.41580
47 H -3.78970 0.82287 -1.76495
48 H -5.43503 0.14419 -1.91480
49 H -4.59628 -1.78778 -3.11508
50 H -3.11169 -1.02684 -3.56629
51 H -4.71166 -0.32679 -4.03493
52 C -0.82227 -1.97773 -6.30728
53 C -0.65215 -2.18911 -4.81400
54 O -0.94675 -3.27180 -4.32826
55 N -0.26488 -1.16244 -4.02088
56 C 0.12205 0.15971 -4.50946
57 H -1.14254 -2.88018 -6.80945
58 H 0.10450 -1.65513 -6.79618
59 H -1.44896 -1.08932 -6.41798
60 H -0.64956 -1.12827 -3.08772
61 H 1.19869 0.18606 -4.66050
62 H -0.17306 0.93816 -3.80370
63 H -0.44381 0.49368 -5.38344
64 C 3.53012 3.83049 1.91260
65 C 4.28393 3.75151 3.21667
66 O 5.49056 4.04023 3.19473
67 N 3.70608 3.37153 4.36391
68 C 2.30783 3.06975 4.62077
69 H 3.39103 2.84950 1.46008
70 H 4.13751 4.47138 1.28201
71 H 2.58531 4.33613 2.13103
72 H 4.34955 3.31982 5.13685
73 H 2.11745 3.04697 5.68808
74 H 2.13889 2.06974 4.20485
75 H 1.67249 3.77950 4.09323
76 C 5.10759 -0.93271 1.45351
77 C 6.46978 -0.73459 2.02271
78 O 7.00672 -1.55066 2.77512
79 N 7.09696 0.45772 1.81477
80 C 6.72445 1.53392 0.89880
81 H 4.59990 -1.75054 1.97153
82 H 5.02302 -1.23361 0.40996
83 H 4.43387 -0.11510 1.71104
84 H 7.93879 0.58014 2.34808
85 H 5.64826 1.73122 0.89526
86 H 7.05837 1.25527 -0.09848
87 H 7.03472 2.45290 1.39915
88 C -1.90152 1.98478 7.91776
89 C -1.46665 2.35947 6.50428
90 O -0.86559 3.41711 6.34944
91 N -1.66022 1.45071 5.53233
92 C -1.03585 1.68942 4.20152
93 H -2.85469 2.50052 8.06980
94 H -1.24780 2.51399 8.60534
95 H -1.90013 0.90555 8.03631
96 H -2.40420 0.77903 5.55256
97 H -1.89729 2.10677 3.67207
98 H -0.82744 0.69225 3.82428
99 H -0.23852 2.41432 4.16657
100 C 0.91531 -5.23128 2.55377
101 C -0.11042 -4.62647 3.51508
102 O -0.70572 -5.34201 4.31464
103 N -0.27434 -3.29926 3.44327
104 C -1.18523 -2.51454 4.23274
105 H 1.73145 -5.55557 3.20424
106 H 1.25723 -4.53016 1.79656
107 H 0.53308 -6.16370 2.14536
108 H 0.07948 -2.83209 2.62356
109 H -1.80250 -3.09294 4.91425
110 H -1.74563 -1.85569 3.56550
111 H -0.68670 -1.80786 4.91165
112 C -2.77147 -6.25506 -2.52027
113 C -1.67926 -5.95936 -1.50511
114 O -1.74033 -6.28190 -0.31534
115 N -0.65492 -5.22473 -1.95671
116 C 0.32188 -4.47157 -1.22755
117 H -2.36079 -6.43038 -3.51215
118 H -3.29133 -5.29384 -2.52263
119 H -3.37080 -7.07408 -2.13970
120 H -0.52269 -5.27158 -2.95506
121 H -0.00928 -3.74129 -0.49578
122 H 0.95060 -3.91814 -1.93085
123 H 1.11099 -5.10302 -0.80265
124 C 5.17483 1.56159 -3.99923
125 C 4.91364 0.11305 -4.21298
126 O 5.68239 -0.56803 -4.88707
127 N 3.77554 -0.41497 -3.72202
128 C 3.30246 -1.77389 -3.99818
129 H 4.62413 1.90999 -3.11958
130 H 4.83011 2.18633 -4.82190
131 H 6.24229 1.70593 -3.85616
132 H 3.22310 -0.05201 -2.95563
133 H 3.13330 -2.25184 -3.03541
134 H 4.12577 -2.23260 -4.55016
135 H 2.41191 -1.85135 -4.62209

Below is C2H3ClNO3S as an isolated structure, with properties calculated with wB97M-V/def2-TZVPD.

Summary:
- Total charge: -1
- HOMO level: -4.23 eV
- Energy above the lowest of the compared OMol25 structures with the same formula, charge and spin: 2.1750 eV
- Kohn-Sham gap: 7.93 eV

Geometry (Å):
1 C -1.52878 -0.20774 -0.07089
2 C 1.31882 1.27523 0.32213
3 N -2.59145 -0.80193 -0.01742
4 O 1.77993 -1.45826 0.71213
5 O -0.52416 -0.59181 0.68253
6 O 0.81970 -0.67414 -1.39964
7 S 1.09877 -0.42353 -0.03085
8 Cl 3.03802 1.41746 -0.08094
9 H -1.49625 0.76448 -0.79614
10 H 1.37797 1.18203 1.40573
11 H -3.29255 -0.48177 -0.72662

Below is ClH12Na2O10 as an isolated structure, with properties calculated with wB97M-V/def2-TZVPD.

Summary:
- Total charge: +1
- HOMO level: -12.49 eV
- Energy above the lowest of the compared OMol25 structures with the same formula, charge and spin: 0.0000 eV
- Kohn-Sham gap: 7.92 eV

Geometry (Å):
1 Na 2.66140 1.90051 0.18885
2 Na -3.08718 -0.29941 3.50066
3 Cl -0.11604 0.44439 1.12554
4 O 0.44612 -0.06139 -0.09156
5 O -0.91713 1.60338 0.82563
6 O -0.93855 -0.57259 1.76253
7 O 0.94533 0.78339 2.05861
8 O 1.65008 -1.84905 -2.19011
9 H 1.84351 -0.94704 -2.45842
10 H 1.85861 -1.88766 -1.24699
11 O -2.17368 4.17374 1.60500
12 H -1.59732 3.41585 1.45770
13 H -2.57774 4.02620 2.46331
14 O 1.31531 -2.99089 0.81984
15 H 0.41357 -3.03568 0.48184
16 H 1.29980 -2.24758 1.42987
17 O -2.94599 1.03611 -1.54290
18 H -3.37249 1.80456 -1.93430
19 H -2.32227 1.40491 -0.90733
20 O -1.44014 -1.49940 -2.75432
21 H -1.06774 -2.21313 -3.28155
22 H -0.67161 -1.13004 -2.30791
23 O 3.35326 -0.35443 0.17830
24 H 3.33747 -0.72265 1.06922
25 H 4.10345 -0.78210 -0.25151

Below is C2HNO2S in the gas phase, with properties calculated with wB97M-V/def2-TZVPD.

Summary:
- Total charge: 0
- HOMO level: -10.17 eV
- Energy above the lowest of the compared OMol25 structures with the same formula, charge and spin: 4.3314 eV
- Kohn-Sham gap: 9.44 eV
- SMILES: O=c1s/c1=N\O

Geometry (Å):
1 C 0.23673 -2.92750 0.37738
2 C -0.15508 -1.65043 -0.09932
3 N -0.97930 -0.82972 -0.56727
4 O 0.01033 -4.07013 0.60895
5 O -0.86745 0.55070 -0.35018
6 S 1.35821 -1.72107 0.93194
7 H 0.00232 0.99072 0.02933

Below is C50H44FN4O6Ru as an isolated structure, with properties calculated with wB97M-V/def2-TZVPD.

Summary:
- Total charge: 0
- HOMO level (spin up / spin down): -7.25 / -7.26 eV
- Energy above the lowest of the compared OMol25 structures with the same formula, charge and spin: 0.0000 eV
- Kohn-Sham gap (spin up / spin down): 6.07 / 6.27 eV
- Expectation value of S²: 1.169
- Multiplicity: 2

Geometry (Å):
1 Ru 0.54995 -0.50492 -0.51455
2 C -3.14872 -6.62049 2.20344
3 C -2.68800 -5.60521 3.25410
4 C -1.99215 -6.37045 4.37765
5 C -1.36921 -5.41530 5.38209
6 C -0.38703 -4.54593 4.65353
7 C 0.78379 -4.12142 5.28347
8 C 1.65723 -3.30053 4.60197
9 F 2.77952 -2.87421 5.22840
10 C 1.42127 -2.88965 3.30790
11 C 0.26114 -3.32678 2.65295
12 C 0.00655 -2.88430 1.30264
13 O 0.94466 -2.27968 0.65895
14 C -1.29925 -3.17650 0.80340
15 C -2.12914 -4.01764 1.49161
16 N -1.78967 -4.60724 2.67848
17 C -0.64618 -4.17673 3.33293
18 C -1.85543 -2.54970 -0.46873
19 O -2.78168 -3.10568 -1.03869
20 O -1.33843 -1.44041 -0.81394
21 H -3.59843 -7.46929 2.71397
22 H -2.30042 -6.98021 1.62592
23 H -3.88118 -6.20762 1.51840
24 H -3.56954 -5.08705 3.66906
25 H -1.20468 -6.99355 3.95013
26 H -2.72320 -7.02191 4.85709
27 H -0.86903 -5.97553 6.17517
28 H -2.15003 -4.80030 5.84484
29 H 0.99252 -4.42688 6.29596
30 H 2.10453 -2.23204 2.79510
31 H -3.10865 -4.22442 1.09353
32 O -0.27859 0.28820 -2.80750
33 C 0.36824 -0.17603 -3.96267
34 C 1.22411 -1.57900 -3.59438
35 O 1.61036 -2.19525 -4.55572
36 O 1.35730 -1.70956 -2.38472
37 C 1.50954 0.70586 -4.36049
38 C 2.07471 1.61032 -3.46548
39 C 3.11299 2.42761 -3.87286
40 C 3.60091 2.34531 -5.16736
41 C 3.08629 1.39767 -6.04025
42 C 2.05310 0.57483 -5.63957
43 C -0.63284 -0.35110 -5.08149
44 C -1.28183 0.81446 -5.48951
45 C -2.17104 0.78856 -6.54546
46 C -2.43998 -0.40490 -7.19623
47 C -1.83336 -1.57125 -6.76424
48 C -0.93734 -1.54900 -5.70668
49 H -1.06365 -0.26502 -2.64138
50 H 1.69323 1.66429 -2.45344
51 H 3.54943 3.12648 -3.17504
52 H 4.38772 3.00864 -5.49584
53 H 3.49567 1.29054 -7.03517
54 H 1.67457 -0.18480 -6.30687
55 H -1.07542 1.74057 -4.97292
56 H -2.64402 1.70459 -6.87068
57 H -3.12731 -0.42465 -8.02967
58 H -2.04985 -2.50719 -7.25770
59 H -0.46671 -2.46368 -5.38628
60 C 0.44302 5.13332 -0.06372
61 C 0.44740 5.35418 1.41939
62 C 0.94371 6.53715 1.95212
63 C 0.91263 6.78305 3.31362
64 C 0.36175 5.84746 4.17372
65 C -0.12945 4.65823 3.66974
66 C -0.07763 4.40224 2.30329
67 N -0.57515 3.16601 1.81924
68 C 0.15828 2.27633 1.08107
69 N 1.49586 2.44569 1.15208
70 C 2.52086 1.71076 0.53974
71 C 2.29187 0.47391 -0.07691
72 C 3.39131 -0.19679 -0.62156
73 C 4.65729 0.35746 -0.59485
74 C 4.85612 1.58937 0.01023
75 C 3.80596 2.27435 0.59693
76 C 4.04933 3.57785 1.30266
77 N -0.39756 1.35103 0.36082
78 C -1.79519 1.20220 0.33347
79 C -2.49410 1.60913 -0.80197
80 C -3.86636 1.46495 -0.86273
81 C -4.55036 0.91947 0.21314
82 C -3.84918 0.46424 1.31884
83 C -2.47031 0.58485 1.39939
84 C -1.69970 0.05594 2.57264
85 H 0.48293 6.09110 -0.57688
86 H -0.45317 4.60006 -0.37772
87 H 1.30218 4.54364 -0.38526
88 H 1.35241 7.28138 1.28429
89 H 1.30541 7.70963 3.70228
90 H 0.32258 6.03635 5.23489
91 H -0.55798 3.91551 4.32661
92 H -1.56292 2.97717 1.91374
93 H 1.80153 3.17849 1.77912
94 H 3.24284 -1.17436 -1.06764
95 H 5.49283 -0.17341 -1.02598
96 H 5.84639 2.01902 0.03698
97 H 5.08651 3.86916 1.17990
98 H 3.85662 3.48144 2.37144
99 H 3.42380 4.37588 0.90652
100 H -1.93424 2.02685 -1.62757
101 H -4.40350 1.76277 -1.75278
102 H -5.62594 0.81750 0.17611
103 H -4.38146 -0.01982 2.12631
104 H -2.27748 -0.69774 3.10183
105 H -1.45627 0.85549 3.27544
106 H -0.76083 -0.39341 2.23079

> Number 4 is which compound?

C2HNO2S

> What is the energy above the lowest of the compared OMol25 structures with the same formula, charge and spin in the third record?

0.0000 eV